(1)
{"formula": "C24H40O16S4", "method": "ωB97M-V/def2-TZVPD", "molar_mass_g_mol": 712.84, "smiles": "O=C1C=CC(=O)C=C1.O=C1C=CC(=O)C=C1.CCOS(C)(=O)=O.CCOS(C)(=O)=O.CCOS(C)(=O)=O.CCOS(C)(=O)=O", "homo_energy_ev": -10.66, "gap_ev": 8.09, "symbols": ["H", "H", "H", "O", "H", "O", "O", "O", "C", "H", "C", "H", "H", "O", "C", "H", "H", "C", "H", "C", "O", "H", "O", "C", "H", "C", "H", "H", "O", "O", "C", "C", "C", "H", "H", "H", "S", "H", "H", "C", "O", "O", "H", "H", "H", "C", "H", "H", "H", "H", "H", "H", "O", "H", "C", "S", "S", "C", "H", "H", "H", "H", "C", "C", "H", "C", "C", "H", "C", "H", "O", "S", "H", "H", "C", "C", "H", "C", "O", "O", "O", "C", "C", "H"], "coordinates": [[-2.055805, -3.050639, 2.392566], [-0.360665, -0.791079, -4.701594], [-0.548985, 0.506641, -5.912294], [-2.302655, -0.102149, -2.955694], [4.663525, -4.512119, 7.276076], [6.097115, 1.477071, -6.182364], [-4.404445, -2.725359, 4.485386], [1.073425, -1.871229, 8.004676], [0.736645, 6.343571, -0.440764], [-4.978295, 0.195301, -2.630764], [-1.955285, 0.616821, -4.146144], [-8.002635, -2.033329, 1.041056], [-5.291995, 1.295431, -1.348774], [-2.049205, 1.823951, -1.276274], [1.584495, -1.358199, -1.539704], [-2.733775, -1.468969, 2.964346], [0.206185, 3.028631, -0.593884], [-7.289805, -1.225909, 0.873576], [1.056115, 7.200711, 0.133396], [3.709085, -4.818279, 7.704336], [-4.801375, -4.153519, 2.431426], [-5.071825, -1.300119, 0.466846], [-3.106045, -0.325949, -0.500334], [0.508535, -1.062539, 1.239686], [0.006005, 0.112761, -2.011924], [-5.868225, -1.871039, 0.944246], [4.373415, -0.734639, -6.332654], [-0.040125, 3.455611, -2.837454], [0.780635, 4.909521, 1.349076], [0.017455, 5.908091, -4.022104], [1.116505, -2.005029, 5.318526], [2.716515, -3.970989, 6.977486], [4.212395, 1.996311, -2.897704], [0.518835, -2.854779, 5.648386], [-2.741385, 0.483261, -4.889314], [1.965295, -2.673619, 1.637806], [-2.894125, 0.646131, -1.546794], [2.226935, 1.549511, -3.593124], [0.400775, -1.217799, 5.081686], [2.727125, 2.302051, -2.983534], [-5.514525, -1.856299, 2.325736], [2.596115, -0.207509, 6.843936], [-3.046715, -2.157819, 1.265556], [3.639185, -5.881659, 7.475376], [0.818255, 7.599641, -2.107754], [0.138405, 4.330011, -2.229224], [4.779445, 2.629501, -2.215334], [4.243755, 0.966291, -2.542504], [-7.451515, -0.463929, 1.636026], [-4.506275, 1.979651, -2.757984], [1.698395, -4.044709, 7.359706], [3.861415, -4.631139, 8.767296], [3.103635, -2.578119, 6.829006], [2.274525, 2.395391, -1.996344], [0.301915, 4.053491, -0.920864], [-4.449545, -2.906119, 3.006156], [1.891225, -1.487199, 6.882966], [0.467485, 6.636731, -1.766914], [-7.522335, -0.859329, -0.126254], [2.523565, -4.456259, 6.020726], [3.887315, -0.800749, -4.646334], [0.305775, 0.641701, -4.393774], [0.661315, 5.056251, 0.117146], [-0.004555, -0.263379, 0.047786], [-5.964065, -2.877059, 0.535796], [4.133255, -0.122459, -5.463364], [2.078015, -2.205719, -0.438484], [3.221875, 0.463661, -5.581484], [0.523705, -0.364649, -1.193104], [-2.023825, 1.680081, -3.916194], [6.525325, 0.106761, -4.078024], [5.626865, 0.928711, -4.953824], [2.514885, 3.206771, -3.553214], [1.824105, -2.150429, 4.502276], [-0.606595, 0.260091, -4.852114], [-2.880585, -2.341029, 2.327126], [-0.775415, 0.479801, 0.188676], [0.120695, 5.640951, -2.775544], [4.924305, 2.199181, -4.079654], [2.165165, -1.275349, -2.659294], [-0.036975, -1.027729, 2.345986], [1.518945, -2.093509, 0.843676], [-4.575775, 1.082781, -2.142444], [2.789475, -3.009369, -0.558334]], "forces_ev_per_angstrom": [[-0.40, -0.18, 0.53], [-0.63, -0.42, -0.46], [-0.54, 0.02, 0.14], [-0.34, -0.42, 2.26], [0.35, -0.16, -0.09], [0.28, 0.56, 0.55], [-0.52, -0.01, -3.93], [-0.18, 0.76, -0.87], [-0.11, 3.46, -3.52], [0.36, 0.15, -0.37], [0.21, 1.47, -1.08], [-0.09, 0.09, 0.24], [0.62, 0.06, 0.52], [-1.53, -2.00, -0.70], [1.95, 1.59, -2.24], [0.57, 0.23, -0.61], [0.05, -0.14, 0.05], [0.61, -0.85, -0.10], [0.14, -0.24, 0.46], [1.63, 0.73, -0.05], [-0.06, -1.26, -0.10], [-0.32, -0.03, -0.51], [0.80, 0.31, -1.36], [-1.62, -0.46, -0.54], [0.41, 0.32, -0.13], [-0.79, 0.66, -0.08], [0.29, 0.48, -0.03], [-0.21, 0.18, -0.47], [-0.07, -0.71, -2.50], [0.05, -0.91, 4.16], [-0.82, 1.24, 1.21], [-1.76, -0.53, -0.33], [-0.27, -0.45, 1.52], [0.28, -0.26, -0.45], [-0.21, -0.47, 0.16], [-0.20, -0.23, 0.12], [-0.02, 1.25, -1.12], [-0.06, -0.42, 0.39], [0.07, 0.02, -0.25], [0.06, 0.57, -1.06], [0.92, -0.30, 2.30], [-1.63, -1.98, -0.27], [-0.01, 0.45, 0.15], [-0.45, 0.10, 0.16], [-0.66, 0.31, -0.20], [-0.62, -2.53, 1.27], [-0.56, -0.05, 0.55], [0.62, -0.17, 0.01], [0.22, 0.06, -0.20], [0.06, -0.32, -0.29], [0.15, 0.36, 0.85], [-0.61, -0.07, 0.05], [-0.18, -0.42, 0.24], [0.09, -0.22, -0.07], [0.30, -0.70, 0.16], [0.04, 0.83, 1.80], [2.46, -0.15, 0.09], [1.30, 0.40, 2.19], [0.23, 0.23, 0.00], [0.68, 0.44, -0.72], [0.34, -0.03, 0.18], [-0.28, 0.86, 0.27], [-1.02, -0.83, 2.30], [1.14, 0.40, -0.11], [0.44, -0.08, 0.17], [0.43, 0.15, 1.47], [-2.09, -0.27, 3.20], [0.45, 0.44, -0.41], [-0.87, -1.30, 0.95], [0.42, 0.19, 0.04], [-2.54, 2.45, -2.03], [-0.66, -2.29, 1.82], [0.26, 0.42, 0.27], [-0.01, -0.08, 0.43], [0.33, -0.74, 1.57], [-0.88, 0.15, 0.37], [-0.07, -0.17, 0.44], [0.71, 1.75, -3.86], [1.36, -1.55, -3.14], [-1.66, -0.68, 2.78], [1.31, 0.10, -1.69], [1.84, 0.51, -2.17], [0.49, 0.10, 0.21], [0.24, 0.24, -0.51]]}



(2)
{"formula": "C24H41BIN3O11S", "method": "ωB97M-V/def2-TZVPD", "molar_mass_g_mol": 717.38, "homo_energy_ev": -8.52, "gap_ev": 8.23, "symbols": ["H", "H", "H", "C", "C", "H", "H", "H", "H", "H", "H", "C", "C", "H", "H", "O", "C", "O", "O", "H", "C", "C", "H", "H", "H", "H", "O", "H", "C", "H", "C", "H", "H", "C", "H", "H", "H", "H", "H", "O", "H", "C", "O", "B", "H", "H", "H", "S", "H", "C", "C", "C", "H", "C", "N", "C", "H", "H", "C", "H", "C", "H", "O", "C", "H", "H", "C", "N", "H", "C", "H", "H", "C", "O", "H", "C", "O", "O", "C", "O", "I", "N"], "coordinates": [[-2.734750, 0.420678, -0.013166], [0.026183, 2.220510, 4.440292], [-4.735674, 3.691797, 6.947857], [7.553307, -0.240925, -4.384328], [-1.422951, -3.616303, -2.422552], [-4.311053, 2.006098, 6.633324], [4.528885, -1.256501, 5.465675], [-1.989283, -1.605362, -0.713208], [-3.151481, -1.349004, 3.913765], [-1.024100, -4.166153, -3.265319], [2.075322, -0.406015, -4.364414], [6.781219, -1.434464, -3.863508], [-1.483492, -2.132768, -2.701959], [-1.067889, 1.386476, 5.555889], [6.958611, 0.330563, -5.095122], [0.825626, 0.644697, 5.523755], [-2.142580, 1.029429, -0.688600], [-3.488456, 0.495319, 3.021025], [-5.059647, 0.501246, 4.644368], [-2.035870, -4.989886, -0.126761], [-1.004926, -5.164983, -0.436147], [-0.554905, -3.938355, -1.206566], [-4.232358, 1.900087, -2.755396], [5.086885, 1.164174, 5.180135], [-3.149985, 3.280641, 6.269538], [-4.756248, 2.989687, -4.029144], [2.807782, -0.206797, 5.474791], [-0.622976, 0.610021, 4.026203], [-4.210953, 3.025598, 6.263757], [5.755601, 0.179165, 3.865296], [1.828021, 0.281474, 4.721564], [-0.377622, -5.309938, 0.434698], [8.464343, -0.569991, -4.884172], [-0.268564, 1.248334, 4.832769], [-0.502817, -3.113084, -0.509206], [6.477081, -2.099386, -4.671731], [-2.665777, 1.934882, -0.983407], [-4.692153, 4.186972, 4.522498], [-1.034736, 1.425308, 1.130733], [4.524845, -0.575490, -5.015652], [1.706391, 0.388161, -2.828814], [-0.839099, 1.499156, 0.064731], [3.622445, -0.272541, -2.968318], [-1.615663, 2.269903, -3.399067], [7.397994, -2.008556, -3.174517], [-4.050745, 1.440706, -4.459494], [7.822463, 0.424944, -3.563234], [-0.785836, -1.212256, -6.281780], [-1.005028, -6.053350, -1.060194], [-3.999953, 2.263218, -3.750737], [-1.275504, -0.182527, -4.212287], [4.834283, 0.536836, 4.324259], [0.828675, 0.387345, 0.548680], [3.980358, -0.633440, 4.762241], [0.350989, 0.743752, -0.261926], [2.458087, 0.268982, -3.601617], [3.691763, -1.258788, 3.917762], [-0.721698, 2.559302, -0.151699], [-1.574035, 0.710147, -3.141534], [-5.830794, 2.881301, 4.831152], [-1.828817, 0.185722, -1.893071], [-4.605784, -1.259642, 2.883647], [5.633016, -1.040350, -3.100009], [4.588337, -0.621970, -3.815170], [-0.691448, 3.921044, -3.046617], [-2.989179, -1.263326, 2.147883], [-4.777603, 3.158245, 4.866497], [-1.026611, 0.163011, -5.479944], [2.684755, 1.239431, -4.040698], [-1.774851, -1.233490, -1.706096], [0.976530, 1.251298, -0.863183], [-2.440362, -3.947875, -2.213181], [-1.248091, -1.587133, -3.996088], [-2.744019, 2.931337, -3.802153], [4.308721, 1.157277, 3.600068], [-3.575518, -0.932420, 3.001333], [-4.038065, 2.380312, 3.911441], [1.825285, 0.362824, 3.519921], [-4.279834, 1.071787, 3.929849], [-0.470972, 3.003053, -3.233004], [1.482449, -4.186567, -1.895170], [-0.975500, -2.282615, -5.107438]], "forces_ev_per_angstrom": [[-0.35, 0.18, 0.12], [0.01, -0.05, -0.11], [0.00, 0.03, -0.02], [-0.14, 0.18, 0.01], [0.11, 0.45, 0.37], [-0.08, 0.00, -0.01], [-0.12, 0.02, 0.12], [0.02, -0.06, 0.13], [-0.09, 0.00, 0.04], [-0.29, -0.03, -0.34], [0.09, -0.01, -0.06], [0.31, -0.10, -0.16], [-0.03, 0.35, 0.47], [0.11, -0.07, 0.13], [-0.01, -0.07, -0.05], [0.01, 0.03, -0.02], [1.07, -0.08, -0.12], [0.00, -0.06, -0.02], [-0.07, -0.06, 0.00], [-0.09, -0.03, 0.20], [-0.08, 0.22, -0.39], [0.09, -0.34, 0.04], [0.08, -0.11, 0.19], [0.07, -0.07, 0.03], [-0.03, 0.11, 0.00], [-0.08, 0.10, -0.03], [-0.01, 0.02, 0.06], [0.06, 0.03, -0.06], [0.15, -0.21, -0.02], [0.01, -0.03, 0.02], [-0.04, -0.17, 0.07], [0.04, -0.20, 0.14], [0.01, -0.03, 0.02], [-0.29, 0.13, -0.01], [0.12, 0.26, -0.07], [-0.10, 0.08, -0.03], [-0.43, -0.02, 0.08], [0.09, -0.05, -0.14], [-0.03, 0.03, 0.17], [0.02, 0.01, -0.09], [0.03, -0.06, 0.14], [-0.46, -0.04, -0.12], [-0.03, 0.04, -0.03], [0.02, -0.17, -0.40], [-0.11, 0.01, 0.12], [0.14, -0.15, -0.05], [0.07, -0.06, 0.02], [0.01, 0.18, 0.15], [0.12, -0.18, -0.02], [-0.19, 0.30, -0.34], [-0.21, 0.10, 0.48], [-0.15, 0.20, 0.02], [0.20, 0.14, 0.05], [0.36, -0.12, -0.16], [-0.23, -0.26, -0.05], [-0.24, 0.07, -0.02], [-0.11, 0.09, -0.03], [0.17, 0.13, -0.03], [-0.10, 0.58, 0.35], [0.04, -0.14, 0.00], [0.09, -0.32, -0.82], [-0.02, 0.03, 0.08], [0.02, -0.02, 0.07], [-0.05, -0.05, 0.11], [0.11, 0.22, -0.39], [0.04, 0.10, -0.01], [-0.18, 0.26, 0.25], [0.03, -0.12, -0.20], [0.01, -0.05, -0.08], [0.08, -0.23, -0.60], [0.17, 0.01, 0.03], [-0.11, -0.21, -0.05], [0.16, -0.40, -0.03], [0.05, -0.20, 0.52], [-0.01, -0.07, -0.05], [0.08, -0.17, -0.14], [0.04, 0.04, -0.09], [0.01, 0.05, -0.09], [0.13, 0.11, 0.05], [-0.08, -0.10, 0.54], [0.00, 0.13, 0.18], [0.00, -0.08, -0.04]]}



(3)
{"formula": "C24H41F3P2V", "method": "ωB97M-V/def2-TZVPD", "molar_mass_g_mol": 499.48, "total_charge": 1, "multiplicity": 3, "homo_energy_ev": [-11.15, -11.16], "gap_ev": [6.45, 6.86], "symbols": ["H", "H", "H", "H", "H", "C", "C", "H", "H", "H", "C", "H", "C", "C", "C", "V", "H", "H", "H", "H", "C", "H", "H", "C", "C", "C", "H", "C", "C", "H", "C", "H", "H", "C", "H", "H", "C", "C", "H", "H", "H", "H", "H", "C", "H", "C", "C", "F", "H", "H", "H", "H", "H", "H", "H", "C", "C", "P", "F", "H", "H", "C", "H", "H", "H", "P", "C", "C", "F", "H", "H"], "coordinates": [[-2.871285, 3.526053, 3.820692], [0.899871, 2.898725, 3.599387], [-3.258156, 5.308732, -0.228194], [-0.426510, 4.853283, -1.667125], [1.852375, -1.177171, 0.201605], [-3.305245, 4.208753, -0.261630], [-2.130654, 3.638521, 0.442110], [-0.735570, 2.965281, 4.290248], [1.789786, 4.482202, 0.733018], [-0.005740, -2.330490, 1.115177], [1.682418, -0.082694, 0.352582], [-0.878087, 0.117002, -2.045002], [-0.027562, 0.261802, 2.253361], [0.945213, -4.859068, 0.728281], [-0.475324, 3.763252, -1.546849], [-1.074039, 1.281509, 0.472792], [1.492217, -5.751328, 0.389007], [3.467970, -4.973241, -0.208313], [1.092264, -4.709350, 1.804662], [3.167444, -4.524420, -3.983076], [-0.943910, -1.788872, 0.929661], [2.647986, 0.371357, 0.077574], [-4.256366, 3.904011, 0.206373], [-0.657712, 3.287802, 2.181483], [-3.195830, 0.857896, 0.252570], [0.090509, 3.189864, 0.947238], [-2.141798, -1.558565, -0.842754], [-0.843259, 3.411803, -0.151963], [1.321438, -4.138638, -1.867132], [1.910280, -0.585861, 2.488709], [-1.074550, -1.494186, -0.588604], [3.794945, -3.600262, 0.899940], [-0.123211, -4.967839, 0.503205], [-2.004256, 3.567795, 1.865813], [-0.626111, -2.306685, -1.179744], [0.499973, 3.352974, -1.818002], [-0.528441, -0.171758, -1.055329], [3.129318, -3.435001, -3.851900], [2.105158, 3.051402, 1.721040], [3.983792, -3.384467, -0.874912], [1.982411, 2.907455, -0.054633], [0.653800, -3.655836, -5.472182], [3.901263, -3.112164, -3.150635], [-0.068964, 3.395485, 3.536724], [-3.163889, 5.028201, 2.927393], [0.628531, -4.112892, -4.479742], [-3.074938, 3.936623, 2.824849], [-3.580449, 1.207656, -1.047797], [-0.208483, 0.788230, 3.201306], [1.946972, 1.099202, 2.127191], [-4.054489, 3.566945, 2.488794], [0.084341, 4.447190, 3.811039], [-1.224399, 3.394065, -2.252007], [2.112421, -4.907214, -2.015684], [3.290970, -2.963235, -4.826496], [1.419516, 0.173698, 1.856186], [-1.065867, -0.573578, 1.816775], [1.635692, -3.403322, -0.176462], [-3.639545, -0.439061, 0.418477], [-1.737969, -2.495700, 1.217177], [0.324411, -4.627750, -1.867539], [0.660432, 0.459284, -0.614654], [-0.405122, -4.312667, -4.188326], [-3.319324, 3.915270, -1.319270], [1.050744, 1.208225, -1.312435], [1.427188, -2.928929, -3.293034], [3.410757, -3.884448, -0.086687], [1.563223, 3.403890, 0.831263], [-4.026545, 1.592684, 1.102547], [-2.004527, -0.512451, 2.400114], [1.192499, -5.054981, -4.508253]], "forces_ev_per_angstrom": [[-0.13, 0.11, -0.19], [-0.02, 0.02, 0.05], [0.10, -0.25, 0.05], [0.01, -0.16, 0.05], [-0.62, 0.95, -0.10], [-0.65, -0.29, -0.32], [0.66, 0.01, 0.63], [0.13, 0.04, -0.01], [-0.12, -0.39, 0.02], [-0.15, 0.59, 0.12], [0.70, -0.45, 0.47], [-0.27, 0.50, 0.22], [-0.98, -1.81, 0.65], [0.20, 0.20, 0.19], [0.02, -0.15, -0.43], [-2.62, 3.76, 0.48], [-0.32, 0.13, 0.23], [0.24, 0.25, 0.00], [-0.14, -0.26, -0.14], [0.06, 0.29, 0.13], [-0.12, -0.14, -0.53], [-0.33, 0.03, 0.22], [0.42, 0.12, -0.27], [0.25, 0.03, -1.24], [-0.70, -0.20, 0.03], [-0.63, 0.34, -0.55], [0.33, 0.26, 0.02], [0.64, 0.00, 1.80], [0.13, 0.24, 0.22], [-0.23, -0.05, -0.28], [-0.81, -0.48, 0.39], [0.18, -0.10, -0.24], [0.22, 0.01, 0.17], [0.14, -0.47, -1.02], [0.20, 0.30, 0.12], [-0.11, 0.09, -0.06], [2.63, -0.42, 0.10], [-0.11, 0.47, -0.04], [-0.14, 0.12, -0.36], [-0.03, -0.07, 0.25], [-0.02, 0.12, 0.28], [-0.16, -0.19, -0.02], [0.02, 0.03, -0.18], [0.04, -0.34, 0.38], [0.15, -0.21, -0.08], [-0.13, 0.41, -0.15], [-0.52, -0.27, 0.31], [0.26, -0.23, 0.99], [-0.14, 0.07, -0.63], [-0.44, -0.19, 0.07], [0.33, 0.10, 0.17], [-0.05, -0.13, -0.14], [0.12, 0.04, -0.08], [-0.71, 0.19, 0.01], [0.22, -0.05, 0.15], [0.49, 0.38, -0.23], [0.95, 0.54, 1.92], [0.38, -1.75, -0.90], [0.09, 0.74, -0.15], [0.13, 0.38, -0.14], [0.53, 0.32, -0.02], [-0.81, -1.54, -1.84], [0.04, 0.06, -0.16], [-0.10, 0.07, 0.30], [-0.34, 0.01, 0.33], [0.27, -1.56, -0.12], [-0.09, 0.11, 0.31], [0.56, 0.13, -0.01], [0.53, -0.76, -0.81], [0.57, 0.15, -0.43], [-0.23, 0.22, 0.05]]}